Here is a cluster of 2 separate species, C4H10NS2 in total from the Open Molecules 2025 dataset. Energies are from ωB97M-V/def2-TZVPD.

Geometry as XYZ:
```
17
Properties=species:S:1:pos:R:3:forces:R:3:lowdin_charge:R:1
C -2.259502 -0.361999 -0.406835 -0.70 -0.77 0.76 -0.98
C 1.073860 1.162089 -0.989932 -0.39 5.23 -0.65 -0.06
C 1.843163 -0.524804 1.214287 0.46 3.45 -1.27 0.00
C 0.724705 -0.233410 -0.922280 -1.06 1.45 -0.23 -0.13
N 1.040392 -0.929823 0.086942 0.38 -0.65 0.66 0.06
S -3.156140 0.984216 0.181709 1.05 -0.48 0.18 0.70
S -3.027727 -1.920222 -0.227046 -0.28 2.19 0.13 0.67
H 2.119259 1.525156 -0.699197 -1.41 -0.86 -0.40 0.12
H 0.750729 1.694153 -2.004828 1.07 -1.59 1.89 0.14
H 0.337575 1.818526 -0.286318 1.54 -1.87 -1.06 0.15
H 2.878564 -0.369671 0.964544 0.37 0.21 -0.47 0.11
H 1.464817 0.396075 1.684575 0.00 -0.23 -0.33 0.12
H 1.842482 -1.245844 1.911283 -0.29 -2.74 2.40 0.06
H -0.002791 -0.453847 -1.691795 0.10 -1.39 0.30 0.12
H 0.636476 -1.807572 0.310250 -0.73 -1.07 -0.87 0.16
H -2.081672 1.825520 0.410343 -0.75 -0.42 -0.56 -0.12
H -4.184187 -1.558550 0.464294 0.63 -0.46 -0.49 -0.10
```
Forces are in eV/Å.

Calculated values
**Orbital gap**: 8.200 eV
**Total charge**: +1

***

Here is an isolated molecule of C4H6O2 from the Open Molecules 2025 dataset. Energies are from ωB97M-V/def2-TZVPD.

Geometry as XYZ:
```
12
Properties=species:S:1:pos:R:3:forces:R:3:lowdin_charge:R:1
O 0.902099 0.679233 -1.075105 -0.99 -0.70 0.05 -0.03
C 1.735993 -0.100445 -0.473187 -0.38 -0.24 0.11 -0.28
O 1.386603 -0.657131 0.627373 0.03 -0.02 -0.16 0.00
C 0.193991 -0.422806 1.251097 -0.05 -0.06 0.53 -0.14
C -0.776844 0.213741 -0.826460 0.98 0.34 -0.22 0.00
C -0.899102 0.412261 0.644006 0.18 0.04 -0.09 -0.24
H 2.677401 -0.461724 -0.890741 -0.31 0.31 0.00 0.15
H -0.069700 -1.311873 1.803940 0.06 0.07 0.14 0.09
H -1.071347 0.970994 -1.535112 -0.34 0.02 0.06 0.10
H -1.008182 -0.810858 -1.150764 0.56 0.42 -0.02 0.12
H -0.874429 1.482818 0.891254 0.10 -0.23 0.00 0.11
H -1.834628 0.012457 1.065096 0.17 0.06 -0.40 0.13
```
Forces are in eV/Å.

Calculated values
**Orbital gap (spin up / spin down)**: 7.259 / 7.365 eV

***

Here is a structure of composition C10H17Cl3O6Pb from the Open Molecules 2025 dataset. Energies are from ωB97M-V/def2-TZVPD.

Geometry as XYZ:
```
37
Properties=species:S:1:pos:R:3:forces:R:3:lowdin_charge:R:1
C 0.297789 -1.176883 -1.288188 -1.11 1.50 -0.40 -0.31
C 1.143655 -0.021816 -1.465637 -0.23 -2.01 0.21 -0.27
C 0.311901 1.135985 -1.495857 -3.09 0.40 0.22 -0.27
C 2.617478 -0.006917 -1.600743 0.25 -0.17 0.16 -0.07
C -1.048504 0.719761 -1.386975 1.98 0.73 -0.67 -0.29
C -1.074205 -0.706459 -1.240331 2.03 -0.34 -1.03 -0.26
C -2.279694 -1.546541 -1.098351 -0.22 -0.22 -0.11 -0.05
C 0.742700 -2.578221 -1.181616 0.21 -0.50 -0.18 -0.07
C 0.786774 2.529890 -1.661021 0.21 0.33 -0.16 -0.04
C -2.216394 1.627290 -1.424995 -0.38 0.23 -0.23 -0.07
Pb 0.121162 -0.015800 1.149321 0.54 -0.55 -0.27 1.17
Cl 4.877506 1.499301 1.588916 0.35 0.36 -0.23 -0.85
Cl 2.546649 -0.853104 1.496599 -0.32 -0.20 0.02 -0.01
O -1.945117 0.802508 1.418059 0.61 1.53 1.13 -0.39
H 3.063557 -0.927876 -1.229465 -0.10 -0.06 -0.15 0.05
H 3.081999 0.775783 -0.996588 -0.04 0.14 0.03 0.05
H 2.921140 0.141602 -2.644365 -0.09 0.06 -0.04 0.09
H 1.749077 2.702862 -1.174825 -0.03 -0.07 0.05 0.09
H 0.075637 3.256642 -1.267425 -0.05 -0.06 0.06 0.07
H 0.919807 2.767379 -2.722426 0.05 0.04 -0.07 0.08
H -2.036119 2.549580 -0.873280 0.04 -0.03 0.12 0.07
H -3.103588 1.164466 -0.995398 0.05 0.01 0.04 0.06
H -2.444105 1.919666 -2.458209 -0.08 -0.02 -0.03 0.08
H -3.057578 -1.024886 -0.549199 -0.10 0.14 0.13 0.07
H -2.057607 -2.459894 -0.554103 0.08 -0.03 0.04 0.06
H -2.687984 -1.812980 -2.080423 -0.01 0.02 -0.06 0.08
H 1.688199 -2.652202 -0.651751 0.14 0.03 0.12 0.05
H 0.877350 -3.023607 -2.173692 0.00 -0.12 -0.02 0.07
H 0.025565 -3.173744 -0.624162 -0.10 -0.04 0.07 0.07
H -1.821439 1.509827 2.135758 -0.21 -1.62 -1.41 0.00
O -0.757124 -1.926352 1.487969 -1.81 1.07 1.44 -0.41
H -1.458160 -1.561550 2.143200 1.54 -1.16 -1.51 0.01
O 0.004563 -1.323996 5.026833 0.03 -0.33 0.70 -0.32
Cl 0.034084 0.072736 4.770208 0.39 -0.28 -3.92 0.71
O -1.193784 0.697525 5.128050 -0.23 0.51 1.00 -0.34
O 1.209550 0.703003 5.259829 -0.36 0.17 0.70 -0.30
O 0.085271 0.217017 3.234296 0.06 0.53 4.25 -0.60
```
Forces are in eV/Å.

Calculated values
**Orbital gap (spin up / spin down)**: 4.916 / 4.407 eV
**Total charge**: -2

***

Here is an isolated molecule of C7H16N2S from the Open Molecules 2025 dataset. Energies are from ωB97M-V/def2-TZVPD.

Geometry as XYZ:
```
26
Properties=species:S:1:pos:R:3:forces:R:3:lowdin_charge:R:1
C 2.700712 -0.936442 -0.156893 2.19 0.68 -4.20 -0.12
N 1.926360 -0.428582 0.881174 -0.76 2.02 2.14 -0.23
C 2.543690 -0.251123 2.215879 1.94 -0.21 -3.00 -0.12
C 0.708317 0.155139 0.736026 -0.06 -0.16 1.41 -0.78
S 0.070645 0.922615 2.087706 -0.06 0.89 0.03 0.71
N 0.017678 0.035521 -0.393776 -1.65 -1.62 -2.99 0.02
C -1.469730 0.428152 -0.578576 -0.18 -1.29 -1.59 -0.55
C -1.638142 -0.280917 -2.013236 -3.50 -0.30 -0.62 -0.08
C -2.312184 -0.280704 0.493450 -1.51 -1.68 -2.20 -0.10
C -1.741565 1.965758 -0.779287 -0.85 -3.87 3.59 -0.02
H 2.165322 -0.545724 -1.156455 1.71 -0.80 1.91 0.11
H 2.706018 -2.036239 -0.254397 0.05 0.28 0.32 0.07
H 3.931428 -0.589126 -0.185851 -3.68 -0.67 0.25 0.16
H 1.940188 -0.533837 2.969007 -2.02 -1.55 2.32 0.01
H 3.369324 -0.869251 2.033860 1.48 -1.36 0.87 0.06
H 2.979273 0.662227 2.572252 -0.22 1.30 -0.85 0.08
H 0.100669 -0.836450 -1.070082 0.79 2.43 2.31 0.15
H -2.771583 -0.660238 -2.468791 2.69 2.03 1.59 0.15
H -1.336161 -1.298094 -1.828079 0.92 -0.50 -0.51 0.03
H -1.114807 0.298338 -2.825295 -0.35 -0.96 0.88 0.09
H -2.046002 0.022007 1.480211 0.35 -0.26 0.51 -0.03
H -2.212814 -1.464100 0.281162 -0.36 2.62 0.90 0.13
H -3.397498 0.040074 0.364259 1.19 -0.65 -0.07 0.10
H -2.779645 2.039893 -1.093092 0.19 0.70 0.37 0.10
H -1.039227 2.120391 -1.450050 2.77 1.73 -3.91 0.01
H -1.300267 2.320712 0.138874 -1.05 1.19 0.55 0.05
```
Forces are in eV/Å.

Calculated values
**Orbital gap**: 8.364 eV
**SMILES**: CN(C)C(=S)NC(C)(C)C

***

Here is a structure of composition C26H23Br4Cl2FeN6O6 from the Open Molecules 2025 dataset. Energies are from ωB97M-V/def2-TZVPD.

Geometry as XYZ:
```
68
Properties=species:S:1:pos:R:3:forces:R:3:lowdin_charge:R:1
Fe -0.061707 0.054227 -1.194224 0.38 -0.12 -0.58 0.85
C -1.132690 -4.389064 -0.967348 0.06 -0.05 -0.06 -0.06
C -1.057792 -3.031524 -1.308545 0.07 0.00 -0.10 -0.12
N -0.022206 -2.280200 -1.014790 -0.22 0.19 0.36 0.10
C 1.018836 -2.835973 -0.372251 -0.05 -0.05 -0.02 -0.14
C 1.041406 -4.180688 0.016930 0.01 0.04 -0.03 -0.14
C -0.082524 -4.960281 -0.299244 -0.04 -0.03 0.00 -0.01
C 2.183090 -4.697134 0.717411 0.03 0.00 0.00 -0.03
C 3.237624 -3.905691 1.001431 -0.01 -0.04 0.01 -0.03
C 3.252665 -2.526888 0.602313 -0.01 0.03 0.01 -0.14
C 4.330587 -1.665390 0.862458 0.01 -0.01 -0.02 -0.01
C 4.270627 -0.364544 0.436540 0.03 -0.03 -0.04 -0.04
C 3.128869 0.066639 -0.253381 0.01 0.02 -0.03 -0.09
N 2.106897 -0.718899 -0.502877 -0.12 0.18 0.03 0.11
C 2.153278 -1.992011 -0.082166 0.11 -0.05 -0.02 -0.13
H -2.015826 -4.958489 -1.221525 0.00 0.01 -0.01 0.10
H -1.862585 -2.538448 -1.838602 -0.03 0.02 0.07 0.11
H -0.107277 -6.005046 -0.010173 0.00 0.01 0.01 0.11
H 2.179696 -5.740782 1.010330 -0.01 0.02 0.01 0.11
H 4.097460 -4.298535 1.531769 -0.01 0.00 -0.01 0.11
H 5.197789 -2.042912 1.392124 -0.01 0.02 0.02 0.11
H 5.079881 0.328219 0.620720 -0.01 0.00 0.00 0.10
H 3.047451 1.086514 -0.610404 -0.03 0.01 0.06 0.13
N -0.509889 -1.216926 2.182700 0.13 0.06 0.00 0.07
C -0.033641 -0.030866 2.880577 -0.11 -0.03 -0.12 -0.30
C -1.163360 0.715908 3.632712 0.03 0.16 -0.12 -0.13
C -0.739552 2.081220 4.200282 0.02 -0.21 0.32 -0.17
C -1.338182 3.326287 3.535612 -0.10 0.09 0.19 -0.16
N -1.716452 3.217983 2.140730 -0.24 -0.30 -0.25 0.10
C -1.003328 3.557378 1.075455 0.38 0.33 -0.15 -0.44
N 0.278946 3.969204 1.209168 -0.32 -0.15 -0.11 0.20
N -1.613279 3.617049 -0.105155 -0.08 -0.15 -0.23 0.23
C 0.676788 0.930342 1.915414 0.04 -0.02 -0.36 -0.61
O 1.526589 1.694881 2.416539 0.11 0.23 0.05 -0.04
O 0.336003 0.970293 0.696345 -0.47 -0.19 0.28 -0.08
H -0.938279 -0.920644 1.311682 -0.12 -0.02 -0.10 0.03
H -1.240287 -1.673481 2.716175 -0.01 -0.03 0.02 0.05
H 0.707852 -0.324232 3.626826 0.10 0.03 -0.05 0.14
H -1.478611 0.068493 4.454458 -0.06 -0.04 -0.04 0.11
H -2.019618 0.802121 2.956036 0.03 0.00 -0.02 0.11
H 0.346674 2.137612 4.168175 -0.02 0.04 0.03 0.09
H -1.036139 2.143737 5.250321 0.06 0.00 0.02 0.10
H -0.652255 4.167650 3.643858 -0.04 0.02 -0.07 0.12
H -2.258271 3.591090 4.061204 0.02 0.06 -0.05 0.12
H -2.615127 2.803241 1.926598 0.09 -0.17 0.04 0.14
H 0.846649 3.343855 1.791576 0.16 -0.14 0.12 0.08
H 0.726613 4.130528 0.318413 0.01 0.00 -0.04 0.12
H -2.536972 3.207773 -0.148839 0.00 -0.11 -0.11 0.11
H -1.075171 3.504210 -0.963837 0.08 -0.23 0.03 0.07
Br 1.490514 1.058942 -8.021472 -0.02 -0.02 0.00 0.65
C 0.877849 1.314894 -6.247341 -0.04 0.09 0.07 -0.78
C 0.366818 2.538027 -5.849341 0.05 -0.09 -0.06 -0.78
Br 0.216877 3.973794 -7.075779 0.00 0.01 0.02 0.65
C -0.040870 2.707022 -4.514556 0.01 0.03 0.04 -0.64
Br -0.734542 4.359981 -3.879999 0.02 0.00 0.02 0.70
C 0.051816 1.687708 -3.577559 -0.07 0.19 0.02 -0.43
O -0.277283 1.802797 -2.325273 -0.19 0.09 0.67 -0.20
C 0.535827 0.403564 -3.998063 0.14 -0.11 -0.08 -0.44
O 0.570561 -0.526884 -3.100794 -0.15 0.01 0.13 -0.18
C 0.955474 0.260751 -5.320241 -0.03 -0.03 0.05 -0.65
Br 1.637618 -1.443857 -5.791692 -0.01 0.00 -0.01 0.70
Cl -3.520157 -2.644317 1.004702 0.00 -0.03 0.03 0.60
C -4.220658 -1.372484 -0.036891 0.12 0.10 -0.02 -0.99
Cl -5.883828 -1.040408 0.459549 -0.05 0.00 -0.02 0.57
C -3.292834 -0.113359 -0.014510 -0.11 0.42 -0.06 -0.77
O -3.726006 0.895827 0.546739 0.35 0.19 0.14 -0.04
O -2.212765 -0.301549 -0.625449 0.09 -0.20 0.10 -0.09
H -4.255663 -1.778255 -1.041550 0.01 -0.03 -0.01 0.05
```
Forces are in eV/Å.

Calculated values
**Multiplicity**: 5
**Orbital gap (spin up / spin down)**: 6.048 / 6.103 eV
**<S²>**: 6.01
**Total charge**: -1

***

Here is a structure of composition C5H4I3N3 from the Open Molecules 2025 dataset. Energies are from ωB97M-V/def2-TZVPD.

Geometry as XYZ:
```
15
Properties=species:S:1:pos:R:3:forces:R:3:lowdin_charge:R:1
C -1.603294 -0.309663 0.957757 -0.70 -1.08 0.68 -0.11
C -0.237212 -0.114503 1.065639 0.92 -0.06 0.41 -0.57
C 1.223162 -0.139731 -2.951006 -0.24 -3.21 -1.96 -0.20
C 0.892993 0.648038 -2.022136 -1.15 2.37 3.07 -0.66
C 0.843089 -0.739008 0.364980 0.06 -0.47 -1.29 -1.20
N -2.153377 0.363639 1.960859 -2.36 -0.82 -1.12 0.05
N 0.004531 0.699411 2.119046 0.46 0.20 -0.32 0.06
N -1.194630 0.974373 2.556523 0.10 -0.31 -0.13 -0.07
I 0.119528 2.635145 -1.796700 0.67 -1.39 -0.21 0.72
I 2.674301 -0.319747 1.144151 0.92 -0.09 -0.07 0.87
I 0.599462 -2.700504 -0.528366 -0.07 1.15 0.75 0.81
H -2.106409 -1.148083 0.452680 0.03 1.09 -0.04 0.11
H 1.092322 0.039545 -4.004953 0.29 0.51 -0.39 0.06
H 1.298664 -1.255523 -2.753142 0.41 1.40 0.09 -0.01
H -1.453129 1.366613 3.434669 0.67 0.71 0.53 0.16
```
Forces are in eV/Å.

Calculated values
**Orbital gap (spin up / spin down)**: 7.292 / 7.157 eV

***

ΔE to the lowest compared entry with this formula, charge and spin values (in kcal/mol) by entry order: 65.4 106.6 91.4 40.7 0.0 63.2.